--- a ---
A cluster of 3 separate species, C5H15NO2 in total. Source: the OMol25 dataset; level of theory: ωB97M-V/def2-TZVPD.

Summary:
**E_HOMO**: -8.65 eV
**Gap between HOMO and LUMO**: 6.423 eV
**Molar mass**: 121.180 g/mol

Each line ends with the Löwdin charge.
Atoms and positions in Å:
C: 0.33192 1.92778 0.53013  -0.143
N: -0.32437 0.73115 1.07041  -0.061
C: 0.03742 -0.63175 0.77619  -0.349
C: -0.68541 -1.27887 -0.47384  -0.553
C: -2.18273 -0.99406 -0.18514  -0.069
O: -0.17316 -0.97788 -1.65856  -0.104
C: 1.59649 -0.71071 0.72061  -0.034
H: -0.37691 2.75760 0.70648  0.090
H: 1.30408 2.20453 1.03580  0.106
H: 0.54446 1.76381 -0.54426  0.046
H: -0.33441 0.82044 2.07347  0.137
H: -0.30226 -1.31566 1.56113  0.138
H: -0.47961 -2.37230 -0.23233  0.154
H: -2.24308 0.03325 0.15827  0.032
H: -2.87460 -1.09863 -1.02544  0.080
H: -2.61791 -1.66472 0.56392  0.082
H: 0.86381 -0.07085 -1.84333  0.015
H: 2.00876 -0.47521 1.69230  0.070
H: 1.96733 0.11739 0.11899  0.047
H: 2.01479 -1.64083 0.34205  0.090
H: 1.56900 0.88912 -2.88971  0.025
H: -1.05141 1.10614 -0.55940  0.405
O: 1.40779 0.88027 -1.93775  -0.204

***

--- b ---
A cluster of 4 separate species, C5H15NO2 in total. Source: the OMol25 dataset; level of theory: ωB97M-V/def2-TZVPD.

Summary:
**E_HOMO**: -7.24 eV
**Gap between HOMO and LUMO**: 4.343 eV
**Molar mass**: 121.180 g/mol

Each line ends with the Löwdin charge.
Atoms and positions in Å:
C: -1.03042 1.74944 1.77293  -0.067
C: 0.13786 1.51265 0.80300  -0.458
C: -0.32814 0.64733 -0.32620  -0.012
C: -0.16330 0.95956 -1.67578  -0.141
C: -0.73655 0.25415 -2.66880  0.151
N: 1.30353 0.93988 1.50964  0.046
H: -0.86006 1.19106 2.68730  0.050
H: -1.24206 2.78299 1.99899  0.073
H: -1.94758 1.28039 1.38496  0.080
H: 0.44902 2.42562 0.28278  0.129
H: -0.89720 -0.22807 -0.00066  0.079
H: -0.43207 -0.95768 1.95766  0.063
H: 0.49891 1.77981 -1.93380  0.122
H: -0.55734 0.57908 -3.66599  0.076
H: -1.30048 -0.62558 -2.41380  0.094
H: 1.96284 0.61184 0.79810  0.070
H: 0.97726 0.04011 1.87520  -0.003
H: 0.81584 -1.07284 -0.66571  -0.046
H: 1.09986 -2.53106 -0.42638  0.018
O: 1.52516 -1.72027 -0.73064  -0.071
H: -0.64799 -2.18609 1.25561  -0.113
H: -0.79459 -3.68948 1.20748  0.030
O: -0.77208 -2.92861 0.61056  -0.169

***

--- c ---
A cluster of 2 separate species, C5H15NO2 in total. Source: the OMol25 dataset; level of theory: ωB97M-V/def2-TZVPD.

Summary:
**E_HOMO**: -9.10 eV
**Gap between HOMO and LUMO**: 9.737 eV
**Molar mass**: 121.180 g/mol

Each line ends with the Löwdin charge.
Atoms and positions in Å:
C: 0.42658 -0.31320 2.13424  -0.131
N: -0.42357 0.23955 1.11663  -0.088
C: -0.27569 -0.35382 -0.22242  -0.417
C: -1.42473 0.08817 -1.15690  -0.147
C: -2.72804 -0.55551 -0.74366  -0.224
O: -2.81599 -2.01509 -1.00451  -0.095
C: 1.09721 -0.10918 -0.82124  -0.058
H: 1.22015 -0.94576 1.69476  0.075
H: 1.06381 0.41001 2.65056  0.081
H: -0.11046 -0.93483 2.84824  0.075
H: -0.28137 1.21546 0.92747  0.100
H: -0.50921 -1.42018 -0.10764  0.133
H: -1.51363 1.17216 -1.15772  0.122
H: -1.19894 -0.38838 -2.12005  0.122
H: -2.90307 -0.53329 0.32480  0.104
H: -3.62373 -0.17960 -1.23703  0.111
H: -1.94808 -2.25175 -1.32472  0.046
H: 1.57055 0.77740 -0.35489  0.058
H: 1.21305 0.14645 -1.87499  0.079
H: 1.89392 -0.80173 -0.55199  0.073
H: 3.19818 1.65534 0.51062  -0.009
H: 4.22290 2.75670 -0.16312  0.050
O: 3.85017 2.34109 0.63355  -0.060

***

Least stable: a